7
Properties=species:S:1:pos:R:3:forces:R:3 method="wB97M-V/def2-TZVPD" e_tot_ha=-936.02005 charge=0 gap_ha="0.2938 / 0.2938" molar_mass_g_mol=98.2
S -0.1838 -0.5540 -0.5565 1.83 -0.47 1.68
S -2.1322 0.5095 -0.5103 -0.81 0.28 0.59
F 1.9704 0.8047 -0.0209 -0.84 -0.79 1.19
C 1.1745 -0.2681 0.4010 -0.29 0.01 -2.01
H 0.3368 0.4111 -1.2776 -0.18 0.39 -1.27
H 1.3170 -0.6806 1.3788 0.22 0.29 0.37
H -2.4826 -0.2225 0.5855 0.07 0.29 -0.55

=====

9
Properties=species:S:1:pos:R:3:forces:R:3 method="wB97M-V/def2-TZVPD" e_tot_ha=-1127.15884 charge=0 gap_ha=0.3155 molar_mass_g_mol=331.8
I -1.4250 -0.6334 -2.2140 0.17 -0.05 0.28
I 1.8619 1.3206 -2.1426 0.87 0.48 -0.75
P -0.2007 0.3615 -0.3388 -1.29 -1.98 0.66
O -0.6018 1.7365 -0.1605 -0.43 1.47 0.14
O 1.3422 0.1322 -0.6711 -0.25 -0.31 0.08
C -0.3279 -0.6653 1.1721 1.69 0.25 -0.95
H 0.3264 0.0955 1.6583 -0.12 -0.90 0.67
H 0.2887 -1.6018 0.9353 -1.19 1.15 0.82
H -1.2637 -0.7459 1.7613 0.55 -0.10 -0.95

=====

9
Properties=species:S:1:pos:R:3:forces:R:3 method="wB97M-V/def2-TZVPD" e_tot_ha=-1127.08488 charge=0 gap_ha=0.2936 molar_mass_g_mol=331.8
I -4.3923 -1.4999 -0.0804 0.37 0.26 -0.03
I -3.3073 2.2485 0.1956 0.07 -0.48 0.03
P -2.5923 -0.0409 0.5537 1.44 -0.74 7.51
O -2.0322 -0.3440 2.3854 -2.46 1.22 -6.96
O -1.3666 -0.2676 -0.3777 -0.66 -0.03 -0.67
C -0.0795 -0.3870 0.2662 1.41 -0.38 -1.29
H 0.3400 -1.3423 -0.1693 -0.24 1.08 0.84
H 0.5246 0.4847 -0.1112 -0.50 -0.89 0.69
H -0.2764 -0.4102 1.3417 0.57 -0.04 -0.12

=====

9
Properties=species:S:1:pos:R:3:forces:R:3 method="wB97M-V/def2-TZVPD" multiplicity=3 s2=2.006 e_tot_ha=-1297.72709 charge=0 gap_ha="0.2824 / 0.2238" molar_mass_g_mol=439.8
I 1.7296 0.3153 -2.2965 0.03 0.18 -0.45
I 2.5702 1.3568 1.5674 0.28 0.36 0.20
I 2.2849 -3.2378 0.6014 0.06 -0.15 0.01
Si 1.1592 0.0896 0.0642 0.13 -0.76 0.15
O -0.3516 0.4763 0.4187 1.91 1.25 0.35
C -1.6430 0.3203 -0.0104 0.53 -4.88 0.53
H -1.6517 -0.6548 -0.6904 -0.71 1.58 1.70
H -2.1282 0.2809 0.9664 -1.21 -0.44 -0.75
H -1.9696 1.0533 -0.6208 -1.02 2.84 -1.75